No. 1
Formula: C27H32F5N11O7Y
Source: OMol25
Level of theory: ωB97M-V/def2-TZVPD

Properties
**Relative energy (zero: lowest compared OMol25 entry of this formula, charge and spin)**: 0.000 eV
**Charge**: -1

Last column: Löwdin charge in e.
Element x y z (Å)
Y1 0.256 0.456 -0.353  1.522
C1 -4.686 1.228 2.544  -0.052
N1 -3.710 1.749 1.602  -0.127
C2 -4.167 2.630 0.533  -0.042
C3 -2.442 1.264 1.532  -0.402
N2 -1.550 1.668 0.693  0.081
N3 -2.161 0.295 2.487  0.155
C4 -1.016 -0.474 2.586  -0.505
N4 -1.261 -1.656 3.258  0.161
N5 0.124 -0.088 2.160  0.084
H1 -5.566 1.863 2.506  0.083
H2 -4.307 1.264 3.568  0.090
H3 -4.995 0.205 2.303  0.085
H4 -5.213 2.865 0.710  0.082
H5 -4.074 2.145 -0.443  0.049
H6 -3.605 3.568 0.532  0.095
H7 -1.927 2.352 0.044  0.041
H8 -2.973 -0.176 2.846  0.094
H9 -2.109 -2.115 2.941  0.074
H10 -0.473 -2.286 3.235  0.103
H11 0.803 -0.834 2.277  0.058
N6 2.761 0.524 -1.197  -0.022
C5 3.007 -0.399 -2.310  -0.234
C6 1.902 -0.213 -3.333  -0.227
N7 0.596 -0.448 -2.696  -0.021
H12 2.933 1.479 -1.499  0.079
H13 3.399 0.330 -0.433  0.062
H14 2.987 -1.417 -1.916  0.094
H15 3.980 -0.235 -2.786  0.112
H16 2.065 -0.874 -4.189  0.114
H17 1.907 0.818 -3.696  0.105
H18 0.424 -1.450 -2.652  0.098
H19 -0.151 -0.067 -3.269  0.062
C7 2.241 2.130 2.334  -0.188
N8 1.736 2.157 0.966  -0.037
C8 1.904 3.256 0.322  -0.123
C9 1.430 3.466 -1.003  -0.372
C10 1.681 4.552 -1.847  -0.076
C11 1.012 4.275 -3.040  -0.106
C12 0.378 3.042 -2.848  -0.192
N9 0.626 2.544 -1.626  -0.047
C13 3.497 1.298 2.482  -0.197
C14 4.606 1.823 3.136  -0.053
C15 5.764 1.072 3.299  -0.098
C16 5.831 -0.219 2.800  -0.102
C17 4.731 -0.752 2.140  -0.071
C18 3.574 -0.003 1.987  -0.060
H20 1.458 1.717 2.971  0.097
H21 2.459 3.147 2.680  0.104
H22 2.437 4.092 0.790  0.127
H23 2.275 5.422 -1.606  0.089
H24 0.966 4.890 -3.926  0.078
H25 -0.273 2.529 -3.539  0.086
H26 4.565 2.837 3.519  0.104
H27 6.617 1.502 3.810  0.096
H28 6.734 -0.804 2.918  0.096
H29 4.766 -1.757 1.735  0.109
H30 2.744 -0.442 1.450  0.066
O1 2.172 -3.386 -0.782  0.023
C19 1.226 -2.722 -0.366  -0.604
O2 1.321 -1.518 0.076  -0.195
C20 -0.160 -3.337 -0.359  -0.039
C21 -0.252 -4.678 -0.648  0.061
C22 -1.472 -5.350 -0.603  -0.154
C23 -2.623 -4.682 -0.230  0.065
C24 -2.542 -3.351 0.092  -0.063
C25 -1.338 -2.564 -0.030  -0.289
O3 -1.359 -1.316 0.097  -0.113
N10 -3.779 -2.727 0.546  -0.323
O4 -3.725 -1.978 1.518  0.031
O5 -4.811 -2.991 -0.030  0.100
N11 -1.542 -6.763 -0.913  -0.370
O6 -0.519 -7.326 -1.265  0.055
O7 -2.626 -7.321 -0.823  0.043
H31 0.653 -5.209 -0.907  0.128
H32 -3.569 -5.202 -0.181  0.131
F1 -2.426 2.383 -2.166  -0.083
C26 -3.010 1.100 -2.235  -0.187
F2 -1.862 0.262 -1.841  -0.174
C27 -3.054 0.811 -3.724  -0.613
F3 -3.456 -0.450 -3.955  0.114
F4 -3.906 1.637 -4.355  0.115
F5 -1.857 0.935 -4.403  0.060

No. 2
Formula: C27H32FN3O4
Source: OMol25
Level of theory: ωB97M-V/def2-TZVPD

Properties
**Charge**: 0

Last column: Löwdin charge in e.
Element x y z (Å)
C1 -5.648 -2.137 1.826  -0.088
C2 -6.761 -1.435 1.148  -0.286
O1 -7.073 -1.715 -0.196  -0.171
C3 -6.215 -1.568 -1.194  -0.336
C4 -6.046 -0.223 -1.644  -0.105
H1 -6.010 -0.024 -2.518  -0.013
H2 -7.061 0.374 -1.040  0.214
C5 -4.886 0.611 -0.910  -0.178
N1 -3.716 -0.190 -1.013  -0.191
C6 -3.128 -0.269 -2.289  -0.081
H3 -3.937 -0.555 -2.891  0.090
H4 -2.324 -0.657 -2.431  -0.004
H5 -3.007 0.607 -2.802  0.076
C7 -2.639 0.144 0.138  -0.304
C8 -1.829 1.312 -0.235  -0.054
H6 -2.539 2.170 -0.056  0.143
H7 -1.206 1.084 -0.977  0.077
C9 -0.893 1.458 1.150  -0.092
N2 0.101 0.460 1.129  0.002
C10 1.277 0.291 1.002  -0.472
O2 1.804 -0.878 0.797  -0.057
C11 2.014 1.501 0.727  -0.053
C12 3.473 1.468 0.287  -0.068
N3 4.093 0.210 0.345  0.135
C13 5.402 0.028 -0.523  -0.240
O3 6.293 0.692 -0.701  0.131
C14 5.742 -1.785 -0.221  -0.110
C15 7.122 -1.773 -0.295  0.058
C16 7.416 -3.288 -0.114  0.003
C17 6.564 -4.278 -0.083  -0.299
C18 5.190 -3.830 -0.176  -0.038
C19 4.748 -2.642 -0.284  -0.118
H8 3.753 -2.362 -0.127  0.104
H9 4.434 -4.868 -0.102  0.194
F1 6.880 -5.597 -0.115  0.057
H10 8.581 -3.317 -0.216  0.142
H11 7.834 -1.128 -0.500  0.053
H12 3.534 -0.579 0.744  0.089
C20 3.879 2.755 0.034  -0.116
C21 4.971 3.480 -0.234  -0.172
C22 5.163 4.649 -0.267  -0.053
C23 3.790 5.548 0.051  0.085
C24 2.642 4.825 0.187  0.072
C25 2.694 3.343 0.283  -0.238
O4 1.585 2.768 0.514  0.117
H13 1.997 5.368 0.333  -0.024
H14 4.051 6.441 -0.232  0.026
H15 6.126 5.093 -0.656  0.127
H16 6.002 2.866 -0.625  0.183
C26 -0.888 -0.795 1.492  -0.064
C27 -1.686 -1.087 0.233  -0.135
H17 -2.263 -1.997 0.427  0.109
H18 -0.934 -1.236 -0.720  0.184
H19 0.019 -1.765 1.658  0.197
H20 -1.202 -0.802 2.490  0.090
H21 -0.222 2.508 1.146  0.182
H22 -1.453 1.546 1.930  0.051
H23 -3.290 0.181 1.099  0.164
H24 -5.052 0.791 0.298  0.146
H25 -4.577 1.593 -0.909  0.068
H26 -6.607 -2.121 -2.132  0.166
H27 -5.250 -1.988 -0.826  0.128
H28 -6.732 -0.330 1.157  0.087
H29 -7.959 -1.723 1.828  0.205
H30 -5.787 -3.324 1.668  0.145
H31 -5.580 -1.973 2.834  0.043
H32 -4.778 -1.925 1.299  0.019

No. 3
Formula: C27H32N3O
Source: OMol25
Level of theory: ωB97M-V/def2-TZVPD

Properties
**Charge**: +1

Last column: Löwdin charge in e.
Element x y z (Å)
C1 -0.901 1.487 -2.616  -0.071
C2 0.457 0.982 -2.209  -0.312
C3 0.632 -0.440 -1.828  -0.106
C4 1.519 1.859 -2.313  -0.096
N1 2.869 1.542 -2.356  -0.143
C5 3.745 2.709 -2.188  -0.158
C6 5.125 2.195 -1.848  -0.190
O1 5.604 1.326 -2.881  -0.137
C7 4.736 0.208 -3.124  -0.182
C8 3.312 0.643 -3.427  -0.141
H1 -1.672 0.746 -2.421  0.067
H2 -1.142 2.396 -2.059  0.077
H3 -0.963 1.746 -3.678  0.081
H4 -0.343 -0.838 -1.527  0.076
H5 1.023 -1.122 -2.600  0.083
H6 1.342 -0.490 -0.993  0.061
H7 1.313 2.936 -2.326  0.123
H8 3.778 3.294 -3.121  0.136
H9 3.343 3.318 -1.381  0.121
H10 5.846 3.023 -1.843  0.130
H11 5.104 1.674 -0.870  0.128
H12 5.173 -0.290 -4.005  0.131
H13 4.734 -0.488 -2.259  0.127
H14 2.646 -0.217 -3.511  0.105
H15 3.305 1.164 -4.402  0.136
C9 0.248 3.804 3.416  0.008
N2 -0.315 2.596 2.849  -0.075
C10 0.399 1.569 2.307  0.059
C11 -0.482 0.562 1.848  -0.126
C12 -0.144 -0.626 1.164  0.088
C13 -0.787 -1.866 1.317  -0.112
C14 -1.841 -2.218 2.203  0.045
N3 -2.349 -3.427 1.857  -0.054
C15 -3.509 -4.058 2.464  0.019
C16 -1.615 -3.965 0.791  -0.152
C17 -0.580 -3.049 0.481  -0.112
C18 0.252 -3.303 -0.601  -0.022
C19 -0.134 -4.318 -1.492  -0.048
C20 -1.256 -5.133 -1.255  -0.053
C21 -1.972 -5.000 -0.060  0.003
C22 -1.825 1.034 2.169  -0.117
C23 -1.682 2.299 2.799  -0.151
C24 -2.763 3.119 3.109  0.008
C25 -4.032 2.617 2.783  -0.063
C26 -4.202 1.344 2.218  -0.059
C27 -3.091 0.553 1.870  -0.029
H16 -0.574 4.494 3.623  0.085
H17 0.781 3.561 4.349  0.110
H18 0.950 4.271 2.708  0.108
H19 1.490 1.560 2.307  0.154
H20 0.813 -0.626 0.649  0.107
H21 -2.263 -1.669 3.045  0.155
H22 -3.805 -4.916 1.858  0.087
H23 -3.266 -4.402 3.476  0.110
H24 -4.345 -3.351 2.517  0.106
H25 1.162 -2.720 -0.732  0.109
H26 0.438 -4.453 -2.404  0.111
H27 -1.538 -5.880 -1.996  0.114
H28 -2.807 -5.654 0.184  0.110
H29 -2.604 4.090 3.574  0.109
H30 -4.906 3.227 2.994  0.110
H31 -5.212 0.977 2.022  0.110
H32 -3.217 -0.406 1.372  0.105

Record order is preserved below.
E_LUMO: 2.09; 0.26; -4.50 eV
Record order is preserved below.
E_HOMO: -0.1827; -0.2819; -0.3576 Eh